{
  "formula": "C42H84O14",
  "method": "ωB97M-V with the def2-TZVPD basis set",
  "species": ["C", "C", "O", "C", "H", "H", "H", "H", "H", "H", "C", "C", "O", "C", "H", "H", "H", "H", "H", "H", "C", "C", "O", "C", "H", "H", "H", "H", "H", "H", "C", "C", "O", "C", "H", "H", "H", "H", "H", "H", "C", "C", "O", "C", "H", "H", "H", "H", "H", "H", "C", "C", "O", "C", "H", "H", "H", "H", "H", "H", "C", "C", "O", "C", "H", "H", "H", "H", "H", "H", "C", "C", "O", "C", "H", "H", "H", "H", "H", "H", "C", "C", "O", "C", "H", "H", "H", "H", "H", "H", "C", "C", "O", "C", "H", "H", "H", "H", "H", "H", "C", "C", "O", "C", "H", "H", "H", "H", "H", "H", "C", "C", "O", "C", "H", "H", "H", "H", "H", "H", "C", "C", "O", "C", "H", "H", "H", "H", "H", "H", "C", "C", "O", "C", "H", "H", "H", "H", "H", "H"],
  "coordinates": [[5.76279, -6.81527, -2.49787], [4.29355, -7.13277, -2.72800], [3.88338, -7.46193, -3.81159], [3.28517, -6.92416, -1.54183], [6.27417, -7.66441, -2.04450], [5.71414, -6.00751, -1.76763], [6.23276, -6.59355, -3.45603], [2.39590, -6.39581, -1.88555], [3.84517, -6.42734, -0.74957], [2.94526, -7.90012, -1.19533], [-4.84499, -4.29041, 3.19578], [-4.31751, -4.56905, 1.85147], [-4.27365, -3.74725, 0.94033], [-3.66922, -5.88043, 1.63775], [-5.39779, -3.36192, 3.33865], [-4.04377, -3.89075, 3.81741], [-5.27569, -5.06988, 3.82429], [-3.97324, -6.63917, 2.35885], [-2.58964, -5.74142, 1.58040], [-3.90619, -6.32181, 0.66970], [-2.56814, 9.67958, 1.83583], [-2.93546, 8.21056, 1.76509], [-2.50085, 7.37862, 2.58631], [-3.66645, 7.68118, 0.49602], [-3.46707, 10.29514, 1.80261], [-1.85638, 9.91187, 1.04365], [-2.13519, 9.93927, 2.80185], [-2.90126, 7.67498, -0.28022], [-4.45392, 8.33355, 0.11865], [-3.89766, 6.64189, 0.72948], [0.57350, -6.77350, 5.01111], [-0.58525, -6.13754, 5.82118], [-1.61411, -6.75187, 5.89740], [-0.27770, -4.78810, 6.36066], [0.23092, -7.63844, 4.44311], [1.47715, -6.92193, 5.60228], [0.78486, -6.09215, 4.18698], [0.70586, -4.80875, 6.82999], [-0.88907, -4.49562, 7.21435], [-0.32185, -4.11996, 5.50058], [0.47089, -1.03156, 0.65132], [0.24633, 0.32659, 0.02606], [0.95100, 1.25211, 0.47880], [-0.84535, 0.67379, -0.95155], [-0.20519, -1.22293, 1.48462], [1.49311, -1.22659, 0.97558], [0.39021, -1.84793, -0.06640], [-0.54135, 0.84964, -1.98342], [-1.37886, 1.55995, -0.60777], [-1.57657, -0.12865, -1.04907], [-0.30859, -4.05422, -6.99977], [-0.60613, -3.71769, -5.49858], [-0.13557, -2.81565, -4.83634], [-1.41845, -4.83440, -4.86276], [-1.13913, -3.58524, -7.52737], [-0.45389, -5.10966, -7.23005], [0.60175, -3.63133, -7.42468], [-2.44875, -4.89866, -5.21271], [-1.61608, -4.74495, -3.79456], [-0.94539, -5.81416, -4.92903], [-0.81385, 1.35572, 8.13397], [-1.60389, 1.52406, 6.84621], [-2.73019, 0.98909, 6.78396], [-1.03909, 2.30327, 5.69539], [-1.35236, 1.65325, 9.03374], [-0.03871, 2.11852, 8.20751], [-0.45410, 0.34528, 8.32814], [-0.20987, 1.71674, 5.29982], [-0.70119, 3.31159, 5.93458], [-1.73850, 2.42259, 4.86793], [-7.20168, 0.89557, -7.64845], [-6.40149, 0.37935, -6.52710], [-5.33082, -0.21722, -6.62584], [-6.91972, 0.63706, -5.17997], [-6.48478, 1.37532, -8.31477], [-7.99306, 1.51972, -7.23343], [-7.66516, 0.02256, -8.10796], [-7.84116, 0.09214, -4.97474], [-7.04747, 1.71550, -5.08648], [-6.23347, 0.33617, -4.38837], [-6.41998, 1.93146, 1.78416], [-7.66095, 2.32517, 0.93053], [-8.64045, 1.60703, 0.86907], [-7.55256, 3.65723, 0.16708], [-6.41182, 0.84935, 1.65344], [-6.71119, 2.15759, 2.80991], [-5.49612, 2.43477, 1.49910], [-7.38979, 4.54991, 0.77100], [-8.44306, 3.80736, -0.44332], [-6.71423, 3.62405, -0.52876], [-3.97460, 6.14177, -7.49721], [-2.90961, 5.18448, -8.04826], [-2.65256, 4.97055, -9.22250], [-1.93350, 4.61117, -7.04343], [-4.63517, 5.70535, -6.74802], [-4.64887, 6.56894, -8.23950], [-3.43622, 6.94127, -6.98824], [-1.03608, 4.32451, -7.59167], [-2.39455, 3.72144, -6.61456], [-1.85405, 5.30956, -6.21036], [3.34609, 6.51464, -1.55976], [4.62455, 6.95936, -2.23220], [5.06289, 6.26214, -3.12442], [5.40142, 8.07461, -1.57844], [2.98835, 5.69191, -2.17882], [2.57813, 7.27657, -1.42630], [3.64036, 6.06259, -0.61258], [5.69084, 8.70877, -2.41640], [6.36916, 7.76516, -1.18371], [4.78295, 8.54656, -0.81499], [5.62032, -0.10855, -2.41639], [6.90976, -0.27652, -1.66058], [7.77520, -1.02298, -2.10921], [7.06411, 0.46811, -0.28782], [4.98641, 0.62411, -1.91691], [5.04090, -1.00733, -2.62749], [5.70138, 0.32809, -3.41182], [7.83664, -0.10150, 0.22874], [6.15578, 0.43558, 0.31382], [7.45483, 1.47837, -0.40955], [7.51778, -8.92652, 3.25013], [6.31706, -8.04293, 2.96125], [5.28760, -8.57776, 2.56282], [6.45312, -6.55942, 2.96274], [7.82938, -8.80179, 4.28717], [8.34148, -8.49857, 2.67875], [7.30811, -9.94741, 2.93087], [6.46195, -6.36960, 4.03605], [5.63876, -5.98491, 2.52132], [7.32386, -6.18298, 2.42589], [4.28555, 2.45659, 5.45296], [3.95538, 3.94566, 5.40538], [3.50341, 4.53762, 6.35722], [4.01118, 4.50936, 4.00565], [4.26944, 2.17962, 6.50706], [5.26072, 2.35846, 4.97598], [3.54829, 1.92858, 4.84818], [4.25362, 5.56183, 4.15274], [3.00709, 4.46839, 3.58350], [4.53547, 3.96447, 3.22059]],
  "atomic_forces_ev_per_a": [[-0.960, -0.183, 0.295], [-0.921, 0.068, 0.193], [-0.034, -0.149, -0.152], [1.319, -0.439, -0.761], [-0.053, -0.050, 0.116], [0.803, 0.243, -0.228], [-0.014, 0.247, 0.256], [0.266, 0.217, 0.017], [-0.561, 0.108, 0.215], [0.146, -0.064, 0.062], [-0.214, 1.558, 1.972], [0.259, 0.945, -1.735], [-0.389, -0.413, 1.183], [0.046, -1.471, -0.364], [-0.915, -0.193, -0.969], [1.028, -0.631, -0.014], [-0.023, -0.284, -0.600], [0.422, 0.152, 0.299], [0.077, -0.046, 0.452], [-0.263, 0.392, -0.202], [-0.466, -0.185, 0.830], [1.226, -2.128, 0.709], [-1.241, 2.121, -1.720], [1.072, 0.468, 1.108], [-0.024, 0.069, -0.636], [-0.233, 0.154, -0.120], [0.300, -0.390, -0.060], [0.141, -0.034, -0.126], [-0.246, -0.299, 0.295], [-0.530, 0.215, -0.282], [-0.761, 0.721, -0.550], [1.229, -1.711, -0.983], [-0.760, 0.423, 0.482], [0.017, 0.013, 1.083], [0.029, -0.404, 0.749], [-0.090, -0.133, -0.112], [0.472, 0.477, 0.145], [0.410, 0.116, -0.623], [-0.681, 0.117, -0.550], [0.120, 0.390, 0.334], [0.221, -1.146, -0.977], [1.986, 2.423, 1.807], [-1.260, -1.555, -1.145], [-0.830, -0.805, -0.167], [-0.147, 0.122, -0.109], [0.056, 0.956, 0.371], [-0.818, -0.015, -0.234], [0.601, 0.102, 0.173], [0.241, 0.044, 0.073], [-0.043, -0.144, 0.208], [-0.881, 1.053, 0.616], [1.208, -1.412, 0.140], [-0.473, -0.340, -1.099], [-0.957, -0.101, 1.140], [-0.119, 0.252, -0.230], [0.415, -0.010, 0.332], [0.042, -0.117, 0.375], [0.121, -0.102, -0.801], [0.544, 0.719, 0.185], [0.113, 0.080, -0.624], [0.427, 1.240, 0.397], [-3.107, -1.351, 0.718], [2.466, 1.163, -0.195], [-0.027, -0.011, -0.506], [-0.934, -0.368, -0.275], [0.740, -0.453, -0.483], [0.124, 0.089, -0.383], [0.357, 0.161, 0.044], [0.264, -0.177, 0.389], [-0.288, -0.284, 0.275], [-0.050, -0.260, -0.155], [2.344, -1.505, 0.942], [-1.115, 0.660, -0.764], [-0.157, 0.275, 1.581], [-0.525, 0.159, -0.321], [0.125, 0.290, -0.522], [0.015, 0.107, -0.387], [-0.347, 0.332, -0.222], [-0.511, 0.054, 0.158], [0.227, -0.111, -0.307], [-1.687, -0.165, -0.759], [0.431, 0.437, 0.105], [0.933, 0.755, 0.020], [-0.474, -0.419, -0.443], [0.574, -0.002, 0.292], [0.295, -0.008, 0.124], [-0.155, -0.115, 0.040], [-0.019, -0.252, 0.401], [-0.100, -0.025, 0.164], [0.211, -0.211, 0.058], [-0.178, -0.231, -0.379], [1.112, 0.103, -0.777], [-1.281, 0.550, 0.720], [-1.114, -0.042, 0.180], [0.279, -0.397, 0.145], [0.389, -0.075, -0.290], [0.012, 0.115, -0.053], [0.070, 0.249, 0.459], [0.045, -0.245, 0.027], [0.663, -0.038, -0.034], [-0.034, -0.431, -0.633], [0.372, -1.472, 0.705], [0.133, 0.851, -0.019], [-0.044, 0.089, -0.835], [-0.346, 0.141, 0.074], [0.163, 0.026, 0.148], [-0.118, 0.269, 0.300], [-0.222, 0.628, 0.231], [-0.228, -0.432, 0.205], [0.321, 0.323, -0.165], [-1.007, 1.137, -0.213], [0.741, -0.863, -0.352], [-0.887, 1.200, 1.033], [0.621, -1.318, -0.893], [-0.242, -0.241, 0.273], [0.299, -0.306, 0.535], [0.827, -0.017, -0.102], [0.029, 0.097, 0.136], [-0.074, 0.231, -0.259], [-0.327, 0.080, -0.155], [-0.013, 1.130, 0.035], [-1.235, -1.620, -2.316], [0.626, 0.575, 0.724], [-0.039, 0.512, 0.418], [-0.071, -0.423, 0.141], [0.178, -0.197, -0.170], [0.045, 0.156, 0.368], [0.483, 0.826, 0.080], [-0.440, -0.659, 0.136], [0.461, -0.284, 0.563], [0.232, 1.158, 0.507], [-0.940, -1.612, -0.617], [0.533, 0.231, -0.379], [-0.634, 0.841, 0.145], [0.109, -0.467, -0.241], [0.073, -0.436, 0.198], [-0.015, -0.104, 0.091], [0.256, 0.029, -0.689], [-0.451, 0.215, 0.400], [0.807, 0.130, 0.569]],
  "e_lumo_ev": -0.1,
  "gap_ev": 9.30,
  "total_energy_ev": -73576.1237,
  "e_homo_ha": -0.3460,
  "largest_force_ev_per_a": 3.6,
  "relative_energy_kcal_mol": 108.6,
  "molar_mass_g_mol": 813.1
}